Entry P
This record from OMol25 describes a molecular structure, C23H27N3O3S. The level of theory is ωB97M-V with the def2-TZVPD basis set.

Last column: Löwdin charge in e.
Geometry (Å):
1 C -5.55 -0.62 -0.80  -0.14
2 H -6.41 -0.71 -1.39  0.08
3 H -4.71 -1.11 -1.47  0.14
4 H -5.65 -1.08 0.08  0.06
5 C -5.16 0.66 -0.96  -0.29
6 C -3.91 1.01 -0.10  -0.06
7 C -3.16 -0.03 0.56  0.02
8 C -1.85 0.41 0.86  -0.06
9 C -1.43 1.75 0.92  -0.16
10 C -2.13 2.69 0.46  -0.10
11 C -3.44 2.62 -0.09  0.11
12 H -4.09 3.30 -0.64  0.10
13 H -1.80 3.57 0.37  0.06
14 N -0.15 2.08 1.64  0.23
15 C 0.68 1.04 1.98  -0.27
16 O 1.67 1.38 2.75  -0.06
17 C 0.28 -0.49 2.06  -0.08
18 C -1.02 -0.67 1.60  0.13
19 H -1.24 -1.52 1.45  -0.01
20 C 1.18 -1.36 2.57  0.00
21 N 1.84 -2.03 1.23  -0.06
22 C 2.72 -1.29 0.73  -0.80
23 N 3.37 -0.14 1.12  0.05
24 H 2.87 0.26 2.03  0.12
25 C 4.10 0.83 -0.02  -0.07
26 C 3.31 1.90 -0.14  -0.37
27 C 3.82 2.49 -1.30  -0.23
28 H 3.50 3.87 -1.29  0.20
29 C 3.13 1.92 -2.41  -0.25
30 H 3.96 1.24 -2.90  0.16
31 H 2.89 2.77 -3.33  0.19
32 C 1.99 1.14 -2.06  -0.15
33 H 1.09 1.47 -2.36  0.08
34 H 2.16 -0.04 -2.08  0.09
35 O 1.90 1.42 -0.55  -0.13
36 H 4.94 2.86 -1.26  0.16
37 H 3.11 2.49 0.61  0.10
38 H 4.40 0.15 -0.41  -0.09
39 H 4.98 1.05 0.77  0.20
40 S 3.27 -1.94 -0.74  0.67
41 C 1.43 -3.37 1.01  0.01
42 C -0.01 -3.07 0.25  -0.34
43 C -0.23 -2.44 -1.07  0.01
44 C -1.53 -2.79 -1.42  -0.19
45 C -2.05 -3.47 -0.59  0.02
46 O -0.82 -3.90 0.36  0.09
47 H -2.81 -4.12 -0.34  0.10
48 H -1.89 -2.38 -2.23  0.09
49 H 0.58 -1.66 -1.71  0.15
50 H 2.01 -3.71 0.31  0.02
51 H 1.14 -3.88 1.66  0.02
52 H 1.97 -0.94 3.09  0.12
53 H 0.85 -2.13 2.88  0.04
54 H 0.22 2.86 1.72  0.05
55 H -3.27 -1.00 0.49  0.04
56 H -5.11 1.35 -1.60  0.04
57 H -5.97 1.34 -0.32  0.18

## Properties
Molecular weight ... 425.6 g/mol
Gap between HOMO and LUMO ... 6.84 eV
Charge ... 0

Entry Q
This record from OMol25 describes C23H27N3O3S in the gas phase. The level of theory is ωB97M-V with the def2-TZVPD basis set.

Last column: Löwdin charge in e.
Geometry (Å):
1 C 5.80 0.83 -0.78  -0.05
2 C 4.40 1.37 -0.80  -0.27
3 C 3.53 1.17 0.25  0.02
4 C 2.23 1.69 0.21  -0.13
5 C 1.81 2.42 -0.91  -0.14
6 C 2.69 2.64 -1.98  -0.20
7 C 3.96 2.11 -1.91  0.00
8 H 4.64 2.27 -2.73  0.12
9 C 2.25 3.43 -3.18  -0.04
10 H 3.06 3.50 -3.90  0.08
11 H 1.40 2.96 -3.67  0.09
12 H 1.96 4.44 -2.89  0.09
13 N 0.53 2.91 -0.92  0.19
14 C -0.41 2.75 0.08  -0.42
15 O -1.53 3.21 -0.08  0.04
16 C 0.06 2.02 1.25  -0.10
17 C 1.31 1.52 1.29  0.05
18 H 1.63 0.96 2.16  0.08
19 C -0.93 1.83 2.37  -0.14
20 N -1.65 0.57 2.23  -0.10
21 C -1.20 -0.54 2.86  -0.77
22 N -1.89 -1.69 2.67  0.03
23 H -2.54 -1.71 1.90  0.10
24 C -1.30 -2.99 2.94  -0.14
25 C -0.90 -3.64 1.65  -0.27
26 C -1.35 -4.76 1.02  -0.03
27 C -0.65 -4.82 -0.21  -0.07
28 C 0.16 -3.73 -0.24  -0.13
29 O 0.02 -3.01 0.88  0.05
30 H 0.86 -3.37 -0.97  0.12
31 H -0.75 -5.58 -0.97  0.10
32 H -2.08 -5.45 1.39  0.11
33 H -0.43 -2.83 3.59  0.06
34 H -2.03 -3.62 3.45  0.13
35 S 0.09 -0.49 3.91  0.69
36 C -2.68 0.55 1.22  -0.08
37 H -2.89 1.58 0.95  0.12
38 H -3.60 0.11 1.62  0.14
39 C -2.29 -0.20 -0.06  -0.29
40 C -2.91 0.38 -1.33  -0.12
41 H -2.36 1.24 -1.70  0.11
42 C -2.90 -0.82 -2.26  -0.14
43 H -3.63 -0.76 -3.06  0.11
44 C -3.20 -1.97 -1.30  -0.18
45 H -2.69 -2.90 -1.57  0.11
46 O -2.74 -1.56 -0.02  -0.14
47 H -4.28 -2.16 -1.23  0.12
48 H -1.91 -0.95 -2.70  0.11
49 H -3.94 0.69 -1.12  0.13
50 H -1.19 -0.20 -0.15  0.16
51 H -1.65 2.65 2.37  0.13
52 H -0.40 1.80 3.33  0.07
53 H 0.22 3.44 -1.72  0.15
54 H 3.84 0.60 1.11  0.12
55 H 6.52 1.65 -0.82  0.08
56 H 5.97 0.20 -1.65  0.08
57 H 5.97 0.25 0.12  0.08

## Properties
Molecular weight ... 425.6 g/mol
SMILES ... Cc1cc(C)c2[nH]c(=O)c(CN(C[C@@H]3CCCO3)C(=S)NCc3ccco3)cc2c1
Gap between HOMO and LUMO ... 7.96 eV
Charge ... 0

Comparing the structures above, entry Q comes out on top by 0.9566 hartree.